2 unconnected molecules or ions with the total composition C4H10NO2S in a non-equilibrium geometry. Source: the Open Molecules 2025 dataset; level of theory: ωB97M-V with the def2-TZVPD basis set.

Results
- F_max (eV Å⁻¹) = 1.23
- E_HOMO (spin up / spin down) (eV) = -2.733 / -3.692
- relative energy (zero: lowest compared OMol25 entry of this formula, charge and spin) (eV) = 4.917
- Kohn-Sham gap (spin up / spin down) (eV) = 6.24 / 7.40
- net charge = -1

Positions of all 18 atoms, in Å:
C: 1.665 -2.193 -0.564
C: 1.750 -1.969 -2.045
C: -1.425 2.668 1.482
C: -1.394 1.451 0.532
N: -0.075 1.118 0.114
O: -0.969 -2.177 -0.652
O: 0.129 -1.932 1.549
S: 0.170 -1.663 0.107
H: 2.478 -1.739 -0.002
H: 0.931 -2.495 -2.536
H: 1.689 -0.912 -2.322
H: 2.696 -2.363 -2.423
H: -0.908 2.422 2.409
H: -0.912 3.509 1.017
H: -2.446 2.965 1.716
H: -1.911 0.616 1.045
H: -1.975 1.686 -0.371
H: 0.509 1.010 0.944